[1]
A single C22H22ClN3O3 molecule, computed with ωB97M-V/def2-TZVPD.

Atoms and positions in Å:
1 C -2.122 4.542 -0.192
2 C -1.356 3.708 -1.201
3 H -2.030 3.074 -1.789
4 H -0.793 4.340 -1.898
5 O -0.441 2.872 -0.494
6 C 0.308 2.050 -1.252
7 O 0.225 2.040 -2.463
8 C 1.244 1.263 -0.464
9 C 2.024 0.282 -0.989
10 N 3.094 -0.176 -0.257
11 C 3.639 0.521 0.822
12 O 4.760 0.287 1.213
13 N 2.821 1.461 1.343
14 H 3.158 1.938 2.164
15 C 1.413 1.539 1.020
16 C 0.568 0.494 1.735
17 C 1.128 -0.623 2.340
18 C 0.325 -1.610 2.884
19 C -1.051 -1.482 2.820
20 C -1.629 -0.367 2.234
21 C -0.818 0.611 1.696
22 H -1.260 1.476 1.228
23 H -2.703 -0.273 2.193
24 Cl -2.055 -2.719 3.483
25 H 0.768 -2.475 3.355
26 H 2.200 -0.735 2.403
27 H 1.051 2.541 1.265
28 H 3.732 -0.828 -0.695
29 C 1.666 -0.538 -2.200
30 N 0.850 -1.647 -1.761
31 C -0.482 -1.524 -1.410
32 C -1.409 -0.581 -1.823
33 C -2.714 -0.696 -1.365
34 C -3.098 -1.730 -0.530
35 C -2.176 -2.699 -0.151
36 C -0.879 -2.587 -0.591
37 C 0.286 -3.507 -0.372
38 H 0.442 -3.733 0.683
39 H 0.126 -4.451 -0.900
40 C 1.458 -2.718 -0.976
41 H 2.086 -3.333 -1.629
42 H 2.084 -2.315 -0.171
43 H -2.472 -3.524 0.479
44 H -4.118 -1.796 -0.184
45 H -3.444 0.038 -1.674
46 H -1.140 0.215 -2.496
47 H 1.102 0.066 -2.910
48 H 2.560 -0.935 -2.691
49 H -2.676 3.898 0.487
50 H -2.820 5.192 -0.712
51 H -1.436 5.152 0.390

Cartesian forces, eV/Å:
C 0.32 -0.32 -0.12
C -0.33 0.30 -0.36
H 0.12 0.11 0.05
H -0.10 -0.13 0.07
O 0.07 -0.06 0.28
C 0.10 -0.06 -0.50
O -0.12 0.14 0.04
C 0.49 0.02 0.15
C -0.43 0.56 0.06
N -0.03 -0.06 -0.15
C 0.16 0.07 -0.08
O 0.33 -0.16 0.16
N -0.10 0.30 0.11
H 0.11 -0.12 -0.07
C -0.28 -0.19 -0.19
C 0.03 0.04 0.21
C 0.05 0.15 -0.04
C -0.18 -0.11 0.02
C 0.25 0.20 -0.07
C 0.01 -0.03 0.06
C 0.01 -0.04 0.10
H -0.09 0.07 -0.06
H -0.10 -0.02 0.00
Cl -0.18 -0.22 0.11
H 0.01 -0.09 0.06
H 0.07 -0.01 0.05
H 0.12 -0.17 -0.04
H -0.04 0.11 0.16
C -0.17 0.06 -0.12
N 0.26 -0.25 -0.25
C -0.52 -0.14 0.17
C 0.17 0.07 -0.08
C -0.12 -0.01 0.07
C -0.23 -0.02 0.02
C 0.07 0.07 -0.11
C 0.08 0.13 0.02
C -0.02 -0.09 -0.08
H 0.04 -0.03 -0.01
H 0.04 -0.02 0.02
C 0.33 -0.23 0.13
H 0.04 0.01 0.11
H -0.08 -0.07 -0.07
H -0.03 -0.08 0.09
H -0.11 0.00 0.02
H -0.07 0.07 -0.04
H 0.04 0.11 -0.06
H 0.19 -0.05 0.05
H -0.02 0.07 -0.01
H -0.10 -0.02 0.08
H -0.08 0.07 -0.03
H 0.02 0.10 0.07

Kohn-Sham gap, Eh: 0.2960
SMILES string: CCOC(=O)C1=C(CN2CCc3ccccc32)NC(=O)N[C@@H]1c1ccc(Cl)cc1
ΔE to the lowest compared entry with this formula, charge and spin, kcal/mol: 5.3
HOMO level, eV: -7.5982
Total energy, eV: -46308.0346
F_max, eV/A: 0.706
E_LUMO, eV: 0.46
Total charge: 0

Here are the natural (NBO) charges for atoms 1 to 8, given in e: -0.623, -0.067, 0.189, 0.191, -0.530, 0.795, -0.637, -0.261


[2]
A molecular structure, C22H22F4GeN2Pd, computed with ωB97M-V/def2-TZVPD.

Atoms and positions in Å:
1 Pd 0.810 -0.180 0.081
2 C -0.304 2.634 -0.807
3 N 0.792 1.927 -0.134
4 C 2.044 2.244 -0.848
5 C 0.840 2.318 1.289
6 C 1.779 1.396 2.117
7 N 2.165 0.266 1.337
8 C 3.364 -0.331 1.412
9 C 3.886 -0.956 0.249
10 F 3.114 -0.834 -0.875
11 C 5.118 -1.584 0.240
12 F 5.579 -2.133 -0.867
13 C 5.876 -1.645 1.409
14 C 5.385 -1.057 2.567
15 F 6.085 -1.117 3.682
16 C 4.162 -0.395 2.581
17 F 3.685 0.119 3.713
18 H -0.186 3.719 -0.725
19 H -1.269 2.363 -0.364
20 H -0.305 2.380 -1.869
21 H 2.124 3.320 -1.039
22 H 2.052 1.713 -1.810
23 H 2.918 1.945 -0.269
24 H -0.183 2.264 1.683
25 H 1.177 3.360 1.387
26 H 1.263 1.077 3.036
27 H 2.666 1.951 2.445
28 H 6.825 -2.160 1.427
29 Ge -1.378 -0.556 -0.805
30 C -2.570 -0.639 0.791
31 C -1.960 -0.920 2.015
32 C -2.734 -1.126 3.143
33 C -4.116 -0.998 3.056
34 C -4.720 -0.674 1.852
35 C -3.959 -0.504 0.708
36 C -2.240 -0.734 -2.593
37 C -1.817 -1.786 -3.400
38 C -2.487 -2.044 -4.583
39 C -3.528 -1.219 -4.977
40 C -3.929 -0.157 -4.182
41 C -3.282 0.104 -2.987
42 H 0.897 -1.675 0.318
43 H -0.867 -1.027 2.075
44 H -2.276 -1.396 4.083
45 H -4.718 -1.163 3.937
46 H -5.791 -0.539 1.797
47 H -4.439 -0.279 -0.235
48 H -0.990 -2.416 -3.096
49 H -2.192 -2.884 -5.191
50 H -4.020 -1.391 -5.922
51 H -4.747 0.482 -4.480
52 H -3.595 0.937 -2.371

Cartesian forces, eV/Å:
Pd -1.63 -0.11 -1.88
C -0.50 0.15 -0.21
N 0.10 0.45 0.04
C 0.28 0.26 -0.37
C -0.30 0.20 0.24
C 0.25 1.07 0.74
N 1.90 -0.63 0.37
C -0.54 0.25 0.65
C -0.85 -0.30 -1.79
F 1.86 -0.50 1.20
C -0.40 0.05 -0.41
F -0.14 0.15 0.15
C -0.53 0.16 -0.04
C -0.42 0.44 0.51
F -0.08 -0.03 -0.11
C 0.54 0.15 1.01
F 0.39 -0.34 -0.73
H 0.04 -0.03 0.04
H 0.14 0.00 0.00
H 0.00 -0.04 0.09
H -0.04 -0.07 0.04
H 0.04 0.21 0.27
H -0.09 -0.01 -0.07
H 0.26 -0.04 -0.13
H -0.03 -0.14 0.06
H 0.08 -0.07 -0.19
H -0.10 -0.19 0.01
H 0.14 -0.02 -0.06
Ge -1.22 -0.76 0.69
C 0.65 0.29 -1.40
C 0.51 -0.13 0.05
C -0.08 0.03 0.01
C 0.17 -0.07 0.12
C -0.23 0.20 -0.20
C 0.15 -0.08 0.10
C 0.74 0.34 1.18
C 0.09 -0.09 0.19
C 0.02 0.05 -0.02
C -0.01 -0.01 -0.09
C 0.00 0.24 0.06
C -0.04 -0.15 0.19
H -0.31 -0.61 -0.06
H -0.53 0.01 -0.01
H 0.03 0.02 0.04
H -0.07 0.03 0.03
H -0.05 -0.10 0.04
H -0.03 -0.04 -0.03
H 0.01 -0.05 -0.05
H 0.06 -0.06 -0.12
H -0.10 -0.09 -0.03
H -0.05 0.02 -0.13
H -0.06 -0.01 0.00

Kohn-Sham gap (spin up / spin down), Eh: 0.1566 / 0.1566
ΔE to the lowest compared entry with this formula, charge and spin, kcal/mol: 4.3
HOMO level (spin up / spin down), eV: -14.5681 / -14.5680
Total energy, eV: -96996.5688
F_max, eV/A: 2.490
E_LUMO (spin up / spin down), eV: -10.31 / -10.31
Total charge: +2

Here are the natural (NBO) charges for atoms 1 to 8, given in e: 0.450, -0.426, -0.479, -0.433, -0.236, -0.304, -0.243, -0.011


[3]
A molecular structure, C22H22F4N4OReS2, computed with ωB97M-V/def2-TZVPD.

Atoms and positions in Å:
1 Re -0.472 -0.427 -0.482
2 C -3.526 -1.039 -0.451
3 N -2.291 -1.781 -0.130
4 C -2.228 -2.988 -0.981
5 C -2.262 -2.196 1.298
6 C -1.437 -1.221 2.110
7 N -0.204 -0.989 1.347
8 C 1.035 -1.125 2.000
9 C 2.072 -1.827 1.402
10 F 1.874 -2.449 0.230
11 C 3.308 -1.926 2.013
12 F 4.269 -2.627 1.401
13 C 3.556 -1.331 3.233
14 C 2.527 -0.634 3.833
15 F 2.721 -0.022 5.004
16 C 1.286 -0.530 3.231
17 F 0.331 0.206 3.816
18 H -4.404 -1.675 -0.296
19 H -3.483 -0.722 -1.491
20 H -3.600 -0.160 0.186
21 H -3.056 -3.663 -0.742
22 H -1.283 -3.503 -0.810
23 H -2.282 -2.688 -2.023
24 H -1.769 -3.168 1.341
25 H -3.279 -2.314 1.683
26 H -1.230 -1.647 3.093
27 H -1.953 -0.267 2.252
28 H 4.527 -1.402 3.701
29 S 1.535 0.746 -0.635
30 C 1.209 2.144 0.373
31 C 2.247 2.899 0.913
32 C 1.977 3.996 1.716
33 C 3.073 4.740 2.282
34 N 3.947 5.330 2.737
35 C 0.648 4.360 1.980
36 C -0.386 3.613 1.434
37 C -0.108 2.507 0.643
38 S -1.441 1.540 -0.014
39 C 0.337 5.492 2.813
40 N 0.063 6.396 3.467
41 H 3.275 2.622 0.714
42 H -1.411 3.889 1.646
43 C -1.341 -1.223 -4.555
44 C -0.352 -0.524 -3.637
45 C 1.068 -1.010 -3.883
46 C -0.449 0.986 -3.788
47 O -0.723 -0.897 -2.289
48 H -1.184 -0.910 -5.588
49 H -2.363 -0.968 -4.272
50 H -1.223 -2.307 -4.504
51 H 1.339 -0.882 -4.932
52 H 1.156 -2.067 -3.628
53 H 1.777 -0.448 -3.272
54 H -0.049 1.290 -4.757
55 H 0.122 1.487 -3.008
56 H -1.488 1.317 -3.722

Cartesian forces, eV/Å:
Re -0.17 0.69 -0.14
C 0.01 -0.07 0.13
N -0.08 0.03 -0.08
C -0.08 0.05 -0.02
C 0.03 -0.08 -0.08
C 0.04 0.04 0.01
N 0.42 -0.55 0.24
C -0.42 0.05 -0.07
C 0.19 -0.14 0.14
F -0.08 0.04 -0.05
C -0.04 -0.02 -0.04
F 0.03 0.02 0.01
C 0.01 0.01 0.00
C -0.08 0.01 -0.03
F 0.03 -0.01 0.02
C 0.16 0.08 0.02
F -0.04 0.00 0.00
H -0.01 0.01 -0.02
H 0.00 0.02 0.00
H -0.03 -0.01 0.01
H 0.00 0.00 0.01
H 0.00 0.00 -0.01
H 0.01 -0.02 -0.01
H -0.02 -0.01 0.03
H 0.00 0.04 0.00
H 0.04 0.00 -0.01
H -0.03 -0.02 0.02
H -0.01 -0.01 0.00
S 0.09 -0.08 0.24
C 0.01 0.06 -0.16
C 0.00 0.00 -0.04
C 0.16 0.03 0.04
C -0.16 -0.01 -0.01
N 0.02 -0.02 -0.03
C -0.05 0.13 0.11
C -0.03 -0.03 -0.03
C -0.09 0.23 -0.09
S 0.05 -0.07 0.18
C 0.05 -0.10 -0.08
N -0.01 -0.01 0.01
H 0.00 0.00 -0.01
H 0.00 0.01 -0.02
C -0.03 -0.06 -0.07
C 0.21 -0.01 0.32
C 0.07 -0.01 0.00
C -0.07 0.04 -0.02
O -0.13 -0.22 -0.39
H 0.00 -0.01 0.00
H 0.01 0.02 0.00
H 0.01 0.01 0.03
H 0.01 0.02 0.01
H -0.03 0.00 -0.02
H -0.02 0.00 -0.01
H -0.04 0.00 -0.01
H 0.05 -0.01 -0.03
H 0.00 -0.01 0.01

Kohn-Sham gap (spin up / spin down), Eh: 0.2637 / 0.2709
Spin multiplicity: 2
ΔE to the lowest compared entry with this formula, charge and spin, kcal/mol: 1.6
HOMO level (spin up / spin down), eV: -7.7601 / -8.0564
Total energy, eV: -65850.0152
F_max, eV/A: 0.735
E_LUMO (spin up / spin down), eV: -0.58 / -0.68
Total charge: 0

Here are the natural (NBO) charges for atoms 1 to 8, given in e: 1.073, -0.417, -0.460, -0.422, -0.223, -0.240, -0.608, 0.026